{"formula": "C3H4O2S", "method": "ωB97M-V/def2-TZVPD", "e_homo_ev": [-10.18, -10.09], "total_charge": 0, "orbital_gap_ev": [7.62, 7.50], "relative_energy_kj_mol": 675.6, "species": ["C", "C", "C", "O", "O", "S", "H", "H", "H", "H"], "positions_angstrom": [[-2.0031, 0.8156, 2.1150], [-1.1282, 0.6524, 1.3044], [0.4243, -0.3198, -1.5110], [1.1679, -1.6029, 0.5966], [2.3339, 0.6380, 0.3268], [1.1819, -0.2147, 0.2264], [-2.8666, 1.3907, 2.3830], [-0.4139, -0.8222, -1.2085], [0.2735, 0.5663, -2.0328], [1.0303, -1.1033, -2.2000]]}

{"formula": "C9H8NO3", "method": "ωB97M-V/def2-TZVPD", "e_homo_ev": -4.61, "total_charge": -1, "smiles": "O=C([O-])/C=C\\c1ccccc1NO", "orbital_gap_ev": 8.21, "relative_energy_kj_mol": 0.0, "species": ["C", "C", "C", "C", "C", "C", "C", "C", "C", "N", "O", "O", "O", "H", "H", "H", "H", "H", "H", "H", "H"], "positions_angstrom": [[2.3226, -1.0491, 0.8544], [2.4926, 0.3066, 1.0757], [1.2593, -1.4881, 0.0836], [1.6291, 1.2155, 0.4948], [0.3587, -0.5941, -0.4764], [0.5726, 0.7806, -0.2983], [-0.8109, -1.0994, -1.2180], [-2.0775, -0.9275, -0.8488], [-2.6050, -0.3318, 0.4799], [-0.2070, 1.7218, -0.9772], [-0.7479, 2.7270, -0.1463], [-3.5604, -0.9664, 0.9406], [-2.0432, 0.6779, 0.9500], [3.0049, -1.7637, 1.2961], [3.3030, 0.6598, 1.6996], [1.0995, -2.5498, -0.0583], [1.7509, 2.2768, 0.6530], [-0.5686, -1.6901, -2.1023], [-2.8639, -1.3843, -1.4414], [-1.3246, 2.2243, 0.4852], [-0.9841, 1.2542, -1.4460]]}

{"formula": "C33H23N6O9S2Sc", "method": "ωB97M-V/def2-TZVPD", "e_homo_ev": -2.05, "total_charge": -2, "orbital_gap_ev": 6.42, "relative_energy_kj_mol": 0.0, "species": ["Sc", "O", "C", "N", "C", "C", "C", "C", "C", "C", "N", "C", "O", "C", "C", "C", "C", "C", "N", "C", "C", "C", "C", "C", "N", "H", "H", "H", "H", "H", "H", "H", "H", "H", "H", "H", "H", "O", "C", "C", "C", "C", "C", "C", "C", "N", "C", "C", "N", "H", "H", "H", "H", "H", "H", "H", "O", "S", "O", "O", "C", "C", "C", "C", "C", "C", "S", "O", "O", "O", "H", "H", "H", "H"], "positions_angstrom": [[-0.4830, -0.2538, 0.3024], [-1.1544, -4.4084, -1.1187], [-0.7398, -3.2771, -0.8234], [-1.3846, -2.2566, -0.2666], [-2.7840, -2.2894, -0.1449], [-3.6630, -3.0493, -0.9169], [-5.0369, -2.9088, -0.7656], [-5.5515, -2.0183, 0.1633], [-4.6886, -1.2627, 0.9476], [-3.3104, -1.3886, 0.7976], [-2.3441, -0.6291, 1.4787], [-2.5838, -0.2236, 2.7234], [-3.5668, -0.4355, 3.4475], [-1.4705, 0.6301, 3.2752], [-1.5720, 1.1306, 4.5624], [-0.5943, 2.0017, 5.0130], [0.4367, 2.3387, 4.1567], [0.4718, 1.7728, 2.8910], [-0.4627, 0.9308, 2.4531], [0.6903, -2.9503, -1.1960], [1.5477, -3.9683, -1.5888], [2.8086, -3.6367, -2.0498], [3.1452, -2.2959, -2.1562], [2.2231, -1.3490, -1.7399], [1.0358, -1.6630, -1.2259], [-3.2596, -3.7545, -1.6266], [-5.7044, -3.5051, -1.3788], [-6.6237, -1.9098, 0.2855], [-5.0727, -0.5762, 1.6863], [-2.4244, 0.8316, 5.1550], [-0.6403, 2.4148, 6.0146], [1.2282, 3.0133, 4.4536], [1.2709, 2.0218, 2.2140], [1.1854, -4.9846, -1.5292], [3.5119, -4.4087, -2.3411], [4.1066, -1.9753, -2.5356], [2.4388, -0.2939, -1.8425], [-1.0459, 0.2616, -1.5896], [-1.2439, 1.0927, -2.5468], [-1.1418, 0.6588, -3.8922], [-1.3640, 1.5104, -4.9494], [-1.7073, 2.8467, -4.7268], [-1.8097, 3.2908, -3.4220], [-1.5741, 2.4540, -2.3293], [-1.6975, 2.9577, -0.9623], [-1.7356, 2.2636, 0.1602], [-1.9386, 3.1833, 1.1662], [-2.0005, 4.4401, 0.6586], [-1.8507, 4.2872, -0.7007], [-0.8817, -0.3811, -4.0469], [-1.2770, 1.1377, -5.9644], [-1.8986, 3.5189, -5.5536], [-2.1048, 4.3226, -3.2566], [-2.0294, 2.8865, 2.1966], [-2.1261, 5.4024, 1.1222], [-1.7696, 5.0237, -1.3749], [2.3368, -0.2350, 3.3156], [2.2666, -1.2732, 2.3114], [2.5167, -2.6162, 2.7820], [1.0544, -1.2203, 1.4826], [3.6431, -0.8953, 1.1960], [4.6958, -1.8035, 1.2943], [5.8756, -1.6329, 0.5922], [6.0242, -0.5293, -0.2296], [4.9840, 0.3751, -0.3498], [3.7838, 0.2133, 0.3448], [2.6354, 1.5864, -0.0156], [2.9692, 1.9678, -1.3730], [2.9414, 2.5757, 0.9972], [1.2533, 1.0903, 0.0660], [4.5502, -2.6609, 1.9356], [6.6703, -2.3634, 0.6904], [6.9395, -0.3723, -0.7888], [5.0707, 1.2227, -1.0142]]}

{"formula": "C4H7N5", "method": "ωB97M-V/def2-TZVPD", "e_homo_ev": -7.98, "total_charge": 0, "smiles": "NN1C=NC2=NNC[C@@H]21", "orbital_gap_ev": 8.16, "relative_energy_kj_mol": 743.9, "species": ["C", "C", "C", "C", "H", "H", "H", "H", "H", "H", "H", "N", "N", "N", "N", "N"], "positions_angstrom": [[0.6788, -0.0195, -1.8957], [-0.8506, -0.9219, -0.7560], [-0.9802, 0.0747, 1.2484], [0.1818, -0.3826, 0.2582], [1.6960, 1.8979, 0.3233], [2.5585, 0.6734, 0.2024], [1.2945, 0.4464, -2.7543], [-2.0301, -1.1090, 1.7627], [-0.5054, 0.1319, 2.2282], [-0.9005, 1.0860, 1.1349], [0.7284, -1.1594, 0.7386], [2.0074, 1.2776, -0.3447], [0.8975, 0.3730, -0.6453], [-0.5881, -0.6704, -2.1693], [-2.0367, -1.2445, -0.2926], [-2.1513, -0.4537, 0.9613]]}

{"formula": "C18H26F10NO4", "method": "ωB97M-V/def2-TZVPD", "e_homo_ev": -13.69, "total_charge": 1, "orbital_gap_ev": 9.82, "species": ["F", "C", "C", "C", "C", "C", "N", "C", "C", "C", "C", "F", "F", "F", "C", "H", "H", "H", "H", "H", "H", "H", "H", "H", "H", "H", "H", "H", "H", "H", "H", "C", "C", "O", "C", "O", "C", "F", "F", "F", "H", "H", "H", "H", "H", "C", "C", "O", "C", "O", "C", "F", "F", "F", "H", "H", "H", "H", "H"], "positions_angstrom": [[0.8291, 1.1317, 4.7660], [0.1116, 1.3634, 3.5920], [1.0851, 1.6853, 2.4653], [0.3925, 1.9482, 1.1206], [0.3607, 0.7539, 0.1423], [1.7295, 0.3724, -0.2874], [2.0173, -0.8618, -0.0697], [0.9592, -1.6351, 0.6164], [1.4005, -2.1166, 2.0124], [2.8241, -2.7104, 2.0745], [3.8450, -1.9238, 2.8893], [3.5006, -0.6309, 3.0528], [5.0433, -1.9174, 2.2742], [4.0240, -2.4392, 4.1003], [-0.2108, -0.6153, 0.6088], [-0.4710, 0.4550, 3.3938], [-0.5749, 2.1964, 3.7745], [1.8045, 0.8632, 2.3930], [1.6581, 2.5686, 2.7657], [0.9210, 2.7632, 0.6082], [-0.6305, 2.3156, 1.2559], [-0.1369, 1.0854, -0.7826], [2.4645, 1.0312, -0.7484], [2.9243, -1.2336, -0.3325], [0.6449, -2.4982, 0.0239], [1.2521, -1.3160, 2.7403], [0.7043, -2.9155, 2.2905], [2.7796, -3.7075, 2.5241], [3.2633, -2.8660, 1.0827], [-0.9317, -0.9224, -0.1531], [-0.7486, -0.5552, 1.5547], [-2.2684, 7.2164, 1.6492], [-3.5066, 6.4077, 1.3397], [-3.4047, 5.7745, 0.0382], [-2.7246, 4.6547, -0.0248], [-2.1739, 4.0690, 0.8650], [-2.7399, 4.1058, -1.4701], [-2.4730, 5.0546, -2.3608], [-3.9346, 3.5793, -1.7422], [-1.8207, 3.1404, -1.5942], [-2.0865, 7.9515, 0.8655], [-2.4042, 7.7430, 2.5929], [-1.3902, 6.5774, 1.7359], [-4.3860, 7.0409, 1.2604], [-3.6938, 5.6404, 2.0893], [-1.2404, -6.4374, -5.1111], [0.1758, -6.1064, -4.7040], [0.3194, -4.6861, -4.4221], [-0.0711, -4.2828, -3.2357], [-0.5087, -4.9245, -2.3271], [0.1624, -2.7618, -3.1055], [-0.2322, -2.0793, -4.1677], [1.4711, -2.5113, -2.8974], [-0.4924, -2.2944, -2.0318], [-1.5436, -5.8343, -5.9666], [-1.3004, -7.4884, -5.3898], [-1.9392, -6.2597, -4.2945], [0.8788, -6.2891, -5.5120], [0.4925, -6.6689, -3.8272]]}

{"formula": "CH3NSi", "method": "ωB97M-V/def2-TZVPD", "e_homo_ev": -9.13, "total_charge": 0, "orbital_gap_ev": 6.56, "relative_energy_kj_mol": 353.8, "species": ["C", "N", "Si", "H", "H", "H"], "positions_angstrom": [[-3.2186, -0.0614, -2.4292], [-2.3109, -0.0950, -1.6894], [0.0289, 0.0024, 0.0838], [0.2212, 1.3034, -0.5308], [-0.4264, -0.0223, 1.4619], [0.8757, -1.0836, -0.3702]]}

no.,maximum force (eV/A)
1,4.30
2,0.70
3,0.30
4,10.07
5,0.86
6,2.50